No. 1
Below is C33H56CaN5O4PS2 as an isolated structure, with properties calculated with ωB97M-V with the def2-TZVPD basis set.

Structure (XYZ):
```
102
Properties=species:S:1:pos:R:3:forces:R:3:lowdin_charge:R:1
Ca 0.120 0.166 0.472 -0.7 -3.0 -2.6 1.120
O 0.954 3.508 1.978 0.0 0.0 -0.1 -0.311
S 0.248 2.252 2.030 0.2 1.2 0.9 0.263
O -0.589 2.067 3.218 0.0 -0.1 -0.1 -0.353
O -0.621 2.053 0.795 -0.2 1.2 0.6 -0.553
O 1.230 1.084 1.946 0.5 0.8 0.8 -0.561
C -0.800 1.288 -5.250 -0.2 0.0 0.1 -0.026
N -1.971 1.196 -4.384 0.2 0.1 -0.3 -0.116
C -3.210 1.767 -4.648 0.4 -0.1 -0.1 -0.038
C -4.003 1.483 -3.611 0.0 -0.1 0.3 -0.034
N -3.240 0.740 -2.705 -0.5 0.0 0.5 0.007
C -1.978 0.554 -3.187 -0.1 -0.1 -0.2 -0.712
S -0.713 -0.371 -2.583 0.1 0.0 0.2 0.622
C -3.732 0.379 -1.403 0.1 0.0 -0.4 -0.267
C -5.045 -0.047 -1.281 -0.2 -0.1 0.0 -0.007
C -5.532 -0.271 -0.004 -0.1 0.0 0.0 -0.055
C -4.703 -0.043 1.082 0.0 0.0 0.0 -0.043
C -3.404 0.370 0.837 0.2 0.2 0.0 -0.102
N -2.911 0.553 -0.392 0.0 0.1 0.4 0.143
H -1.134 1.482 -6.266 0.0 0.0 0.0 0.091
H -0.253 0.352 -5.210 0.0 -0.1 0.0 0.059
H -0.141 2.089 -4.919 0.0 0.0 0.1 0.096
H -3.406 2.332 -5.543 0.1 0.0 0.0 0.124
H -5.018 1.773 -3.404 0.1 0.0 0.0 0.123
H -5.660 -0.211 -2.157 0.0 0.0 0.0 0.114
H -6.551 -0.611 0.135 0.0 0.0 0.0 0.111
H -5.052 -0.172 2.099 0.0 0.0 0.0 0.106
H -2.722 0.598 1.652 -0.2 0.0 -0.2 0.081
C 4.715 -0.550 -5.069 0.0 0.0 0.1 -0.200
C 5.043 -1.498 -3.899 -0.1 0.0 0.0 -0.185
C 4.033 -1.354 -2.749 0.1 0.1 -0.1 -0.211
C 3.617 0.117 -2.594 -0.2 -0.5 -0.2 -0.436
C 2.779 0.510 -3.843 0.2 -0.2 0.1 -0.213
C 3.220 -0.256 -5.106 0.0 0.0 0.1 -0.201
P 2.712 0.391 -1.009 0.2 0.8 0.0 1.067
C 3.821 -0.198 0.357 0.0 -0.1 0.0 -0.445
C 5.346 -0.013 0.224 0.0 -0.1 0.1 -0.191
C 6.110 -0.958 1.173 -0.1 0.0 0.0 -0.195
C 5.327 -1.160 2.469 -0.1 0.0 -0.1 -0.196
C 4.008 -1.911 2.192 0.1 0.1 -0.1 -0.182
C 3.505 -1.649 0.762 0.1 0.2 0.2 -0.222
C 2.795 2.253 -0.813 0.0 0.0 0.0 -0.405
C 4.179 2.934 -1.024 -0.2 0.1 -0.1 -0.181
C 4.195 3.851 -2.246 -0.1 0.0 0.1 -0.202
C 3.160 4.978 -2.115 0.0 -0.1 0.1 -0.189
C 1.853 4.484 -1.456 0.1 -0.1 0.0 -0.176
C 1.686 2.972 -1.620 0.1 0.1 0.4 -0.210
H 5.048 -0.986 -6.012 0.0 0.0 0.0 0.104
H 5.257 0.394 -4.952 0.0 0.0 0.0 0.111
H 6.046 -1.283 -3.523 0.0 0.0 0.0 0.106
H 5.052 -2.534 -4.247 0.0 0.0 0.0 0.107
H 4.471 -1.749 -1.833 0.0 0.0 0.0 0.080
H 3.136 -1.951 -2.952 0.0 0.0 0.0 0.121
H 4.521 0.729 -2.559 0.1 0.0 0.0 0.101
H 2.881 1.576 -4.028 0.0 0.2 0.0 0.086
H 1.723 0.316 -3.652 0.0 0.0 0.0 0.029
H 2.967 0.329 -5.993 0.0 0.0 0.0 0.105
H 2.671 -1.201 -5.186 0.0 0.1 0.0 0.112
H 3.469 0.425 1.186 0.0 0.0 0.0 0.096
H 5.602 1.016 0.475 0.0 0.0 0.0 0.103
H 5.680 -0.184 -0.802 0.0 0.0 0.0 0.094
H 7.097 -0.542 1.383 0.0 0.0 0.0 0.107
H 6.274 -1.928 0.693 0.0 0.0 0.0 0.111
H 5.111 -0.178 2.903 0.0 -0.1 0.0 0.115
H 5.924 -1.703 3.202 0.0 0.0 0.0 0.104
H 3.247 -1.586 2.904 0.0 0.0 0.0 0.109
H 4.151 -2.985 2.337 0.0 0.0 0.0 0.106
H 2.432 -1.846 0.710 -0.1 0.0 0.0 0.086
H 3.977 -2.344 0.064 0.0 0.0 0.0 0.097
H 2.524 2.396 0.237 0.0 0.0 0.0 0.078
H 4.981 2.206 -1.110 0.0 0.0 0.0 0.071
H 4.402 3.536 -0.137 0.0 0.0 0.0 0.125
H 3.989 3.261 -3.142 0.0 0.0 0.0 0.091
H 5.194 4.271 -2.380 0.0 0.0 0.0 0.108
H 2.956 5.392 -3.105 0.0 0.0 0.0 0.100
H 3.584 5.791 -1.518 0.0 0.0 0.0 0.105
H 0.993 5.010 -1.877 0.0 0.0 0.0 0.108
H 1.857 4.698 -0.384 0.0 0.0 0.0 0.109
H 1.716 2.707 -2.674 0.0 -0.1 -0.2 0.083
H 0.707 2.677 -1.237 0.0 0.0 0.0 0.087
C -2.786 -3.138 5.703 0.1 0.0 0.0 -0.069
C -3.474 -2.322 4.613 0.1 0.1 0.1 -0.215
N -2.619 -1.330 3.962 -0.2 0.0 0.0 -0.076
C -2.649 0.045 4.468 0.0 -0.1 0.2 -0.211
C -1.737 0.301 5.661 0.1 0.0 0.0 -0.059
C -1.802 -1.655 2.927 0.3 0.0 0.0 -0.440
C -1.941 -3.040 2.343 -0.1 0.1 0.0 -0.008
N -0.931 -0.861 2.395 -0.1 -0.1 0.1 0.028
H -3.444 -3.942 6.042 0.0 0.0 0.0 0.077
H -2.536 -2.522 6.566 0.0 0.0 0.0 0.062
H -1.860 -3.587 5.336 -0.1 0.0 0.0 0.071
H -4.316 -1.780 5.043 0.0 0.0 0.0 0.116
H -3.891 -2.992 3.866 0.0 0.0 -0.1 0.101
H -3.687 0.274 4.719 0.0 0.0 0.0 0.117
H -2.352 0.720 3.670 -0.1 0.1 0.0 0.072
H -1.980 -0.338 6.511 0.0 0.0 0.0 0.058
H -1.831 1.343 5.972 0.0 0.0 0.0 0.084
H -0.695 0.141 5.379 0.0 0.0 0.0 0.083
H -2.923 -3.175 1.883 0.0 0.0 0.0 0.086
H -1.813 -3.819 3.095 0.0 0.0 0.0 0.075
H -1.179 -3.163 1.583 0.1 0.0 -0.1 0.075
H -0.846 0.054 2.867 -0.1 -0.4 0.1 0.009
```
Positions in Å, forces in eV/Å.

The frontier orbital gap is 8.330 eV. Its electronic energy is -100173.478 eV. For the highest occupied orbital energy, the calculation gives -7.992 eV. For the lowest unoccupied orbital energy, the calculation gives 0.338 eV.

***

No. 2
Below is C33H57BN7OSn as an isolated structure, with properties calculated with ωB97M-V with the def2-TZVPD basis set.

Structure (XYZ):
```
100
Properties=species:S:1:pos:R:3:forces:R:3:lowdin_charge:R:1
Sn -0.154 -0.019 0.834 -0.2 0.2 0.5 1.378
C -1.719 3.466 1.941 -0.1 0.0 0.0 -0.038
C -0.261 3.863 1.659 0.0 0.1 -0.1 -0.368
C 0.037 5.286 2.116 0.0 0.0 0.0 -0.042
C 0.020 3.680 0.212 0.1 -0.1 0.0 -0.164
C 0.275 4.548 -0.800 0.0 0.0 -0.2 0.116
C 0.424 3.764 -1.978 -0.1 0.2 0.2 -0.078
C 0.795 4.219 -3.324 0.1 0.0 0.1 -0.346
C -0.015 5.455 -3.743 0.0 0.0 0.0 -0.016
C 2.314 4.548 -3.278 0.0 0.0 -0.1 -0.002
N 0.232 2.443 -1.604 0.0 -0.3 0.0 0.080
N 0.015 2.370 -0.317 -0.1 0.2 -0.2 0.113
B 0.008 1.153 -2.493 0.0 0.0 0.1 -0.449
N 1.207 0.139 -2.134 0.0 0.2 -0.1 0.119
N 1.536 -0.018 -0.896 0.0 -0.4 -0.1 0.058
C 2.727 -0.791 -0.828 -0.2 0.2 0.0 -0.154
C 3.098 -1.096 -2.108 0.1 -0.1 0.0 0.107
C 2.145 -0.546 -2.961 0.0 0.1 0.2 -0.055
C 2.034 -0.766 -4.416 -0.1 0.1 0.0 -0.318
C 2.060 0.501 -5.290 0.0 -0.1 0.0 -0.014
C 0.789 -1.649 -4.666 0.1 0.0 -0.1 0.000
C 3.325 -1.056 0.498 0.1 -0.1 -0.1 -0.376
C 3.729 0.285 1.143 0.0 0.0 0.0 -0.020
C 4.495 -2.029 0.408 0.0 0.0 0.0 -0.035
N -1.329 0.536 -2.119 0.0 0.1 0.3 0.067
N -1.514 0.002 -0.858 0.0 -0.3 -0.3 -0.060
C -2.788 -0.402 -0.767 -0.1 0.1 0.1 -0.243
C -3.443 -0.106 -1.954 0.0 0.1 -0.1 0.083
C -2.523 0.522 -2.771 0.1 0.0 -0.1 -0.143
C -2.847 1.183 -4.087 0.0 -0.1 0.0 -0.330
C -2.598 2.693 -4.060 0.0 0.0 0.0 -0.035
C -2.210 0.525 -5.309 0.0 0.0 0.0 -0.034
C -3.381 -0.984 0.481 0.0 0.0 -0.1 -0.385
C -4.477 -0.064 1.029 0.0 0.0 0.0 -0.025
C -3.915 -2.392 0.210 0.0 0.0 0.0 -0.031
H -1.916 3.527 3.010 0.0 0.0 0.0 0.102
H -1.948 2.446 1.616 0.0 0.0 0.0 0.035
H -2.408 4.140 1.428 0.0 0.0 0.0 0.103
H 0.394 3.167 2.199 0.0 0.0 0.0 0.141
H -0.635 6.001 1.637 0.0 0.0 0.0 0.098
H 1.066 5.575 1.904 0.0 0.0 0.0 0.095
H -0.117 5.368 3.191 0.0 0.0 0.0 0.099
H 0.364 5.620 -0.749 0.0 0.0 0.0 0.147
H 0.645 3.411 -4.039 0.0 0.0 0.0 0.115
H 0.234 6.318 -3.125 0.0 0.0 0.0 0.096
H -1.088 5.277 -3.689 0.0 0.0 0.0 0.084
H 0.239 5.700 -4.773 0.0 0.0 0.0 0.106
H 2.519 5.370 -2.594 0.0 0.0 0.0 0.098
H 2.611 4.854 -4.281 0.0 0.0 0.0 0.105
H 2.913 3.686 -2.986 0.0 0.0 0.0 0.085
H 0.092 1.449 -3.626 -0.1 -0.1 0.0 0.092
H 3.945 -1.679 -2.429 0.0 0.0 0.0 0.152
H 2.916 -1.356 -4.672 0.0 0.0 0.0 0.153
H 1.139 1.073 -5.231 0.0 0.0 0.0 0.049
H 2.188 0.176 -6.322 0.0 0.0 0.0 0.106
H 2.903 1.142 -5.036 0.0 0.0 0.0 0.095
H -0.121 -1.190 -4.283 -0.1 0.1 0.0 0.062
H 0.908 -2.630 -4.208 0.0 0.0 0.0 0.098
H 0.682 -1.779 -5.742 0.0 0.0 0.0 0.110
H 2.534 -1.501 1.121 0.0 0.0 0.0 0.103
H 4.477 0.795 0.535 0.0 0.0 0.0 0.104
H 4.164 0.090 2.123 0.0 0.0 0.0 0.105
H 2.880 0.958 1.282 0.0 0.0 0.0 0.054
H 5.325 -1.592 -0.150 0.0 0.0 0.0 0.103
H 4.211 -2.967 -0.070 0.0 0.0 0.0 0.086
H 4.862 -2.258 1.407 0.0 0.0 0.0 0.100
H -4.481 -0.276 -2.185 0.0 0.0 0.0 0.143
H -3.928 1.046 -4.168 0.0 0.0 0.0 0.147
H -1.538 2.926 -4.166 0.0 0.0 0.0 0.049
H -2.977 3.149 -3.143 0.0 0.0 0.0 0.097
H -3.115 3.161 -4.897 0.0 0.0 0.0 0.104
H -1.134 0.695 -5.346 0.0 0.0 0.0 0.053
H -2.637 0.963 -6.212 0.0 0.0 0.0 0.101
H -2.398 -0.548 -5.338 0.0 0.0 0.0 0.095
H -2.591 -1.053 1.242 0.0 0.0 0.0 0.063
H -5.297 0.024 0.317 0.0 0.0 0.0 0.097
H -4.102 0.941 1.233 0.0 0.0 0.0 0.079
H -4.881 -0.473 1.953 0.0 0.0 0.0 0.098
H -4.709 -2.358 -0.536 0.0 0.0 0.0 0.098
H -4.340 -2.819 1.118 0.0 0.0 0.0 0.097
H -3.139 -3.061 -0.169 0.0 0.0 0.0 0.083
O -0.287 -2.179 0.617 0.2 -0.3 -0.2 -0.211
C -0.574 -3.314 1.090 0.0 0.2 0.0 -0.452
C -1.356 -3.488 2.343 0.0 -0.1 0.0 -0.071
C -0.261 -3.838 3.414 0.0 0.0 0.0 -0.124
C 1.214 -3.516 3.068 0.0 0.1 -0.1 -0.172
C 1.942 -4.470 2.097 0.0 0.0 0.0 -0.148
C 1.511 -4.376 0.632 0.0 -0.1 -0.1 -0.134
N 0.034 -4.401 0.608 -0.1 -0.1 0.0 0.118
H -2.063 -4.313 2.248 0.0 0.0 0.0 0.139
H -1.911 -2.588 2.598 0.0 0.0 0.0 0.110
H -0.334 -4.901 3.646 0.0 0.0 0.0 0.126
H -0.519 -3.306 4.328 0.0 0.0 0.0 0.123
H 1.760 -3.538 4.011 0.0 0.0 0.0 0.127
H 1.297 -2.480 2.713 0.0 0.0 0.0 0.087
H 1.779 -5.496 2.441 0.0 0.0 0.0 0.129
H 3.019 -4.303 2.165 0.0 0.0 0.0 0.115
H 1.881 -5.214 0.045 0.0 0.0 0.0 0.134
H 1.838 -3.457 0.146 0.0 0.0 0.0 0.090
H -0.337 -5.268 0.980 0.0 0.0 0.1 0.163
```
Positions in Å, forces in eV/Å.

The frontier orbital gap (alpha / beta) is 5.360 / 5.875 eV. Its electronic energy is -54108.830 eV. For the highest occupied orbital energy (alpha / beta), the calculation gives -17.354 / -17.352 eV. As for the net charge: +3. For the lowest unoccupied orbital energy (alpha / beta), the calculation gives -11.993 / -11.476 eV.

***

> Which formula does entry 1 have?

C33H56CaN5O4PS2